[1]
{"formula": "C18H17ClIrN2O5S", "method": "ωB97M-V with the def2-TZVPD basis set", "elements": ["Ir", "N", "C", "C", "C", "C", "C", "C", "C", "C", "N", "C", "H", "H", "H", "H", "H", "H", "H", "H", "Cl", "C", "C", "O", "O", "H", "H", "C", "C", "C", "C", "C", "C", "C", "S", "O", "O", "O", "H", "H", "H", "H", "H", "H", "H"], "xyz": [[-0.3116, 0.9226, -0.2490], [1.7495, 1.0115, -0.1203], [2.2548, 2.3790, -0.0861], [3.5785, 2.7036, -0.0499], [3.9549, 4.0618, 0.0321], [3.0031, 5.0440, 0.0612], [1.6296, 4.7109, -0.0220], [0.5831, 5.6556, -0.0581], [-0.7132, 5.2291, -0.1923], [-0.9829, 3.8640, -0.2952], [-0.0231, 2.9416, -0.2337], [1.2771, 3.3572, -0.0941], [2.2526, 0.4457, -0.8063], [1.8770, 0.5595, 0.7911], [4.3394, 1.9316, -0.0708], [5.0041, 4.3167, 0.0781], [3.2855, 6.0862, 0.1355], [0.8156, 6.7117, 0.0026], [-1.5356, 5.9286, -0.2281], [-1.9919, 3.5265, -0.4443], [-5.3080, 1.2390, 1.6555], [-4.6406, 0.5439, 0.2593], [-3.3163, 1.5705, -0.1761], [-3.7017, 2.4003, -0.9389], [-2.2607, 1.2648, 0.4257], [-5.3142, 0.5554, -0.5885], [-4.1128, -0.3876, 0.4614], [1.0474, -7.0963, -0.1101], [0.4361, -5.7253, -0.0510], [0.3171, -4.9444, -1.1965], [-0.1770, -3.6519, -1.1338], [-0.5864, -3.1630, 0.1007], [-0.5024, -3.9251, 1.2663], [0.0002, -5.2047, 1.1716], [-1.2285, -1.5734, 0.2344], [-2.5520, -1.6179, 0.7549], [-1.0916, -0.8335, -1.0960], [-0.2343, -0.7261, 1.0409], [1.5008, -7.2956, -1.0777], [0.2865, -7.8578, 0.0736], [1.7977, -7.2163, 0.6707], [0.6211, -5.3512, -2.1522], [-0.2572, -3.0436, -2.0245], [-0.8302, -3.5282, 2.2189], [0.0605, -5.8194, 2.0610]], "forces_ev_per_a": [[-0.50, 0.59, 1.04], [0.12, -1.09, -0.38], [0.31, -0.32, 0.00], [0.16, 0.03, 0.09], [-0.04, -0.04, 0.01], [-0.03, 0.02, -0.01], [0.11, 0.12, 0.02], [0.13, 0.01, 0.00], [-0.14, -0.15, -0.10], [-0.02, 0.42, 0.19], [-0.10, -0.49, 0.19], [0.02, 0.20, -0.27], [0.04, 0.09, 0.06], [0.32, 0.00, -0.13], [-0.01, 0.03, 0.01], [0.00, -0.01, -0.01], [0.01, -0.01, -0.02], [-0.01, 0.00, 0.03], [0.00, -0.02, -0.06], [-0.10, -0.04, 0.03], [0.01, 0.01, 0.05], [-0.25, -0.17, 0.14], [0.34, -0.06, 0.09], [0.01, -0.09, -0.14], [-0.88, -0.28, -0.48], [0.00, 0.08, -0.02], [0.01, 0.08, -0.04], [-0.23, -0.01, 0.07], [0.15, -0.12, 0.02], [0.01, 0.09, -0.08], [-0.01, -0.02, -0.04], [0.22, 0.06, -0.10], [-0.17, -0.12, 0.00], [0.03, 0.02, 0.09], [0.02, -0.83, -0.40], [0.19, 0.06, 0.19], [0.44, 0.45, 0.45], [-0.25, 1.41, -0.44], [0.02, 0.01, 0.00], [-0.02, 0.01, -0.04], [0.05, 0.04, -0.03], [0.04, 0.03, 0.01], [0.00, -0.02, 0.00], [-0.03, -0.02, -0.01], [0.05, 0.04, 0.01]], "lowdin_spin": [0.018, 0.005, 0.000, 0.000, 0.000, 0.000, 0.000, 0.000, 0.001, 0.009, 0.000, 0.000, 0.000, 0.000, 0.000, 0.000, 0.000, 0.000, 0.000, 0.005, 0.221, 0.227, 0.120, 0.279, 0.089, 0.003, 0.019, 0.000, 0.000, 0.000, 0.000, 0.000, 0.000, 0.000, 0.000, 0.003, 0.001, 0.000, 0.000, 0.000, 0.000, 0.000, 0.000, 0.000, 0.000], "e_above_lowest_kj_mol": 295.19, "spin_multiplicity": 2, "max_force_ev_per_a": 1.50, "total_charge": 2, "energy_ha": -2143.88592, "lumo_ev": [-8.7730, -9.7955], "gap_ev": [5.87, 4.84], "s2": 0.76}

=====

[2]
{"formula": "C18H17ClN6O2S", "method": "ωB97M-V with the def2-TZVPD basis set", "elements": ["N", "C", "O", "N", "C", "C", "S", "C", "N", "C", "N", "N", "C", "C", "C", "Cl", "C", "C", "C", "C", "C", "C", "C", "C", "C", "O", "C", "N", "H", "H", "H", "H", "H", "H", "H", "H", "H", "H", "H", "H", "H", "H", "H", "H", "H"], "xyz": [[-7.7563, 0.0600, 0.5203], [-6.4684, 0.1372, 0.0486], [-5.5519, 0.3165, 0.7584], [-6.1886, -0.3241, -1.2298], [-4.8561, -0.3905, -1.7747], [-4.1838, -1.6162, -1.2328], [-2.5168, -1.7112, -2.0134], [-1.6318, -0.9670, -0.7294], [-2.1461, -0.9492, 0.4940], [-1.4235, -0.3789, 1.4394], [-1.9530, -0.2793, 2.6730], [-0.3065, 0.2690, 1.1776], [0.2471, 0.1904, -0.0061], [1.5297, 0.7187, -0.2280], [1.6089, 2.0399, -0.5496], [0.3101, 3.1030, -1.0036], [2.9060, 2.5940, -0.5345], [4.0775, 1.7849, -0.2565], [3.9432, 0.3815, -0.0617], [5.1740, -0.4819, 0.2357], [4.9493, -1.8720, 0.5398], [3.6907, -2.3910, 0.6380], [2.5529, -1.5214, 0.3965], [2.6581, -0.1413, -0.0070], [6.5327, 0.2381, 0.3608], [6.4564, 1.6867, 0.4626], [5.4730, 2.3404, -0.3267], [-0.4549, -0.3727, -1.0265], [-8.3867, 0.4526, -0.0741], [-7.7096, 0.1451, 1.5092], [-6.9770, -0.5996, -1.8087], [-5.0187, -0.5885, -2.8083], [-4.3177, 0.5874, -1.6599], [-4.7442, -2.5819, -1.3874], [-4.2136, -1.4710, -0.1181], [-1.4243, -0.0470, 3.5257], [-2.9335, 0.0966, 2.6730], [3.0638, 3.6185, -0.7587], [5.7997, -2.4617, 0.8051], [3.5116, -3.3685, 1.0024], [1.5162, -1.8185, 0.5374], [7.2742, -0.0985, -0.4029], [6.7479, -0.0818, 1.3704], [5.4493, 3.2466, 0.2006], [5.6907, 2.5064, -1.3701]], "forces_ev_per_a": [[2.36, -1.28, 0.11], [-0.60, -2.67, -2.59], [3.29, 1.49, 3.19], [-2.47, 0.89, -0.04], [-0.83, 0.36, -0.21], [0.16, -0.73, 1.44], [-0.76, -0.32, 0.39], [1.52, 1.90, 1.32], [-0.51, -1.13, -0.05], [-0.05, 1.37, -1.33], [-2.22, 0.49, 2.01], [2.26, 0.37, 1.85], [-5.18, -2.65, -0.97], [1.10, 0.31, -0.27], [2.10, 0.25, -0.06], [0.05, -0.59, 0.35], [2.83, -2.04, 0.56], [-2.14, 0.41, -0.86], [2.98, -0.42, 0.73], [-3.07, 0.18, -0.70], [1.91, 3.78, -0.63], [-4.05, 2.86, -0.65], [0.96, -0.60, 0.01], [0.21, -1.22, 0.67], [-1.22, -0.10, 0.01], [-0.27, -1.89, -0.79], [-0.65, -0.28, 0.78], [0.66, -0.63, -0.50], [-2.70, 1.25, -1.06], [-0.84, 0.61, 0.54], [0.48, 0.09, 0.15], [0.08, 0.41, -1.13], [-0.19, -1.14, 0.15], [0.48, 1.14, -0.43], [0.94, -0.47, -1.10], [-0.07, 0.13, -1.42], [1.34, -1.07, 0.09], [0.02, 0.84, -0.12], [0.48, -0.38, 0.05], [-0.12, -0.84, 0.10], [0.37, -0.72, 0.06], [-0.47, 0.31, 0.60], [1.20, 0.03, 0.14], [-0.13, 1.84, 0.10], [0.77, -0.14, -0.46]], "nbo_charge": [-0.850, 0.778, -0.652, -0.650, -0.234, -0.556, 0.293, 0.276, -0.537, 0.588, -0.814, -0.531, 0.465, -0.126, 0.018, 0.034, -0.228, -0.007, 0.014, 0.006, -0.239, -0.192, -0.175, -0.037, -0.107, -0.513, -0.097, -0.523, 0.383, 0.408, 0.387, 0.198, 0.223, 0.228, 0.293, 0.407, 0.414, 0.221, 0.213, 0.220, 0.213, 0.193, 0.209, 0.205, 0.183], "e_above_lowest_kj_mol": 0.00, "max_force_ev_per_a": 5.90, "energy_ha": -2033.49658, "lumo_ev": 0.0364, "smiles": "NC(=O)NCCSc1nc(N)nc(-c2c(Cl)cc3c4c(cccc24)COC3)n1", "gap_ev": 7.95}

=====

[3]
{"formula": "C18H17CoN2O7S2", "method": "ωB97M-V with the def2-TZVPD basis set", "elements": ["Co", "O", "C", "O", "C", "C", "C", "C", "C", "O", "C", "C", "O", "O", "H", "H", "H", "H", "H", "H", "H", "H", "O", "C", "C", "C", "C", "C", "C", "C", "O", "N", "N", "C", "S", "C", "C", "S", "H", "H", "H", "H", "H", "H", "H", "H", "H"], "xyz": [[0.6368, -0.7932, 0.3615], [1.4208, -4.4185, 1.7445], [1.1542, -3.4881, 0.9994], [1.4817, -2.2581, 1.2082], [0.4812, -3.7886, -0.3539], [1.2062, -3.0272, -1.4709], [0.8690, -3.5925, -2.8490], [-0.5787, -3.0845, -3.0487], [-0.8241, -2.3382, -1.7411], [0.4904, -1.7583, -1.4838], [-0.9947, -3.3060, -0.5663], [-1.7002, -2.5570, 0.5928], [-2.6699, -3.0931, 1.1192], [-1.2355, -1.3970, 0.8449], [0.5502, -4.8662, -0.4968], [2.2588, -2.8330, -1.2783], [0.9507, -4.6787, -2.8658], [1.5395, -3.1854, -3.6060], [-1.3009, -3.8885, -3.1847], [-0.6481, -2.4073, -3.9006], [-1.5569, -1.5381, -1.7753], [-1.6273, -4.1490, -0.8413], [-0.3241, 4.2972, 1.8106], [0.2738, 3.7518, 2.8858], [0.4108, 4.5517, 4.0213], [1.0161, 4.0546, 5.1587], [1.5023, 2.7521, 5.1901], [1.3721, 1.9593, 4.0658], [0.7633, 2.4361, 2.9063], [0.6634, 1.5127, 1.7457], [1.2275, 0.3839, 1.8203], [-0.0052, 1.9451, 0.6898], [0.0224, 1.0088, -0.3419], [-0.4202, 1.4918, -1.4394], [-0.4076, 0.6341, -2.9756], [-1.5983, 1.7501, -3.7579], [-1.2705, 3.1600, -3.3102], [-1.0562, 3.1370, -1.5116], [-0.3575, 3.5931, 1.1153], [0.0261, 5.5624, 3.9809], [1.1077, 4.6890, 6.0323], [1.9710, 2.3608, 6.0831], [1.7353, 0.9405, 4.0501], [-2.6118, 1.4762, -3.4636], [-1.4969, 1.6326, -4.8370], [-2.0865, 3.8470, -3.5362], [-0.3601, 3.5183, -3.7908]], "forces_ev_per_a": [[0.03, 0.46, -0.09], [-0.01, -0.03, -0.05], [0.00, 0.03, -0.02], [-0.01, -0.04, -0.05], [0.02, -0.03, 0.04], [0.07, 0.02, 0.07], [0.03, 0.01, -0.02], [-0.03, 0.00, 0.00], [-0.10, -0.01, 0.04], [0.08, -0.19, 0.09], [-0.06, 0.06, 0.01], [0.15, -0.19, 0.04], [-0.03, -0.01, -0.05], [-0.06, 0.14, 0.00], [0.00, 0.02, -0.01], [-0.03, 0.00, -0.02], [0.00, 0.00, 0.01], [0.00, -0.01, 0.00], [-0.01, 0.00, -0.01], [0.00, 0.01, 0.00], [0.01, -0.06, 0.00], [-0.01, 0.02, 0.02], [0.00, -0.03, -0.02], [0.00, 0.03, -0.02], [0.00, 0.00, -0.01], [-0.01, 0.04, 0.00], [0.01, -0.03, 0.00], [0.01, -0.01, 0.00], [-0.02, -0.02, 0.00], [-0.02, 0.07, 0.01], [-0.07, -0.29, -0.09], [0.10, 0.01, 0.02], [-0.15, 0.12, -0.04], [0.03, -0.09, -0.02], [0.00, 0.06, -0.04], [0.00, 0.00, 0.01], [-0.02, -0.03, 0.01], [0.03, 0.03, 0.02], [-0.01, 0.00, 0.03], [0.00, 0.01, 0.00], [0.00, 0.01, 0.00], [0.01, 0.00, 0.00], [-0.01, -0.01, 0.01], [0.02, -0.02, 0.02], [0.01, -0.01, 0.01], [0.01, 0.01, 0.02], [0.02, 0.00, 0.03]], "lowdin_spin": [0.943, 0.001, 0.000, -0.002, -0.001, 0.001, 0.000, 0.001, 0.001, 0.013, 0.000, 0.004, 0.004, 0.035, 0.000, 0.000, 0.000, 0.000, 0.000, 0.000, 0.000, 0.000, 0.000, 0.000, 0.000, 0.000, 0.000, 0.000, -0.001, 0.001, -0.006, 0.002, -0.007, 0.005, 0.002, 0.000, 0.000, 0.001, 0.000, 0.000, 0.000, 0.000, 0.000, 0.000, 0.000, 0.000, 0.000], "spin_multiplicity": 2, "max_force_ev_per_a": 0.47, "total_charge": -1, "energy_ha": -3511.62072, "lumo_ev": [1.9668, 1.9663], "gap_ev": [7.35, 7.50], "s2": 0.94}